Formula: C38H44AuN3O5S
Source: the OMol25 dataset
Level of theory: wB97M-V/def2-TZVPD

Summary:
E_HOMO (alpha / beta)	-8.35 / -8.35	eV
F_max	2.40	eV/Å
frontier orbital gap (alpha / beta)	5.5 / 5.5	eV
LUMO level (alpha / beta)	-2.88 / -2.88	eV

CARTESIAN COORDINATES (ANGSTROEM)
1 Au -0.13 0.36 -0.10
2 C 3.66 1.99 0.86
3 C 4.63 1.05 0.17
4 C 5.62 0.40 1.14
5 C 4.04 0.03 -0.80
6 C 4.88 -0.30 -1.86
7 C 4.49 -1.13 -2.89
8 C 3.21 -1.67 -2.89
9 C 2.33 -1.42 -1.85
10 C 1.00 -2.16 -1.79
11 C 1.12 -3.34 -0.81
12 C 0.46 -2.63 -3.14
13 C 2.75 -0.57 -0.77
14 N 1.83 -0.44 0.25
15 C 2.07 -0.69 1.58
16 O 3.05 -1.23 2.02
17 C 0.88 -0.42 2.47
18 C 0.89 -0.42 3.85
19 C -0.32 -0.16 4.50
20 C -1.49 0.09 3.79
21 C -1.42 0.09 2.41
22 N -0.26 -0.20 1.84
23 C -2.58 0.32 1.44
24 O -3.72 0.30 1.86
25 N -2.18 0.39 0.15
26 C -3.09 0.19 -0.93
27 C -3.37 1.27 -1.79
28 C -4.22 1.04 -2.86
29 C -4.78 -0.21 -3.08
30 C -4.49 -1.25 -2.23
31 C -3.63 -1.08 -1.15
32 C -3.33 -2.26 -0.24
33 C -4.58 -2.64 0.57
34 C -2.79 -3.46 -1.01
35 C -2.82 2.65 -1.53
36 C -2.06 3.21 -2.74
37 C -3.94 3.59 -1.10
38 H 4.20 2.88 1.20
39 H 3.19 1.57 1.75
40 H 2.88 2.33 0.18
41 H 5.23 1.69 -0.49
42 H 5.11 -0.28 1.82
43 H 6.11 1.17 1.73
44 H 6.39 -0.16 0.61
45 H 5.86 0.15 -1.88
46 H 5.17 -1.34 -3.70
47 H 2.91 -2.32 -3.70
48 H 0.23 -1.49 -1.39
49 H 1.86 -4.06 -1.18
50 H 0.16 -3.85 -0.72
51 H 1.43 -3.00 0.17
52 H 1.06 -3.46 -3.54
53 H 0.45 -1.83 -3.87
54 H -0.56 -3.00 -3.02
55 H 1.81 -0.61 4.38
56 H -0.34 -0.14 5.58
57 H -2.43 0.31 4.27
58 H -4.47 1.86 -3.53
59 H -5.45 -0.36 -3.92
60 H -4.93 -2.23 -2.41
61 H -2.56 -1.96 0.47
62 H -5.38 -2.98 -0.09
63 H -4.94 -1.79 1.14
64 H -4.35 -3.46 1.26
65 H -3.53 -3.85 -1.71
66 H -2.52 -4.26 -0.33
67 H -1.90 -3.18 -1.59
68 H -2.12 2.59 -0.70
69 H -2.72 3.34 -3.60
70 H -1.24 2.56 -3.04
71 H -1.64 4.19 -2.49
72 H -4.68 3.72 -1.90
73 H -3.53 4.57 -0.85
74 H -4.46 3.20 -0.22
75 C 0.79 8.99 -1.16
76 C 0.70 7.57 -0.70
77 C 0.56 7.26 0.66
78 C 0.45 5.94 1.08
79 C 0.48 4.92 0.14
80 C 0.62 5.20 -1.21
81 C 0.73 6.52 -1.62
82 S 0.29 3.25 0.72
83 O 1.22 3.05 1.81
84 O -1.10 3.07 1.09
85 O 0.65 2.44 -0.51
86 H 1.04 9.66 -0.33
87 H -0.16 9.33 -1.58
88 H 1.55 9.11 -1.93
89 H 0.54 8.06 1.39
90 H 0.35 5.71 2.13
91 H 0.64 4.39 -1.92
92 H 0.84 6.74 -2.67

Formula: C35H37ClN4O4PbS
Source: the OMol25 dataset
Level of theory: wB97M-V/def2-TZVPD

Summary:
E_HOMO	-7.48	eV
F_max	1.09	eV/Å
frontier orbital gap	7.1	eV
LUMO level	-0.41	eV

CARTESIAN COORDINATES (ANGSTROEM)
1 Pb 1.50 0.40 1.07
2 C 2.92 3.41 2.36
3 C 3.78 3.32 1.27
4 C 3.28 3.42 -0.02
5 C 1.92 3.64 -0.23
6 C 1.06 3.77 0.86
7 C 1.56 3.65 2.16
8 H 3.30 3.30 3.37
9 H 4.84 3.15 1.43
10 H 3.94 3.34 -0.88
11 H 1.52 3.69 -1.23
12 H 0.00 3.92 0.71
13 H 0.89 3.71 3.01
14 Cl -4.70 -0.68 5.29
15 C -3.14 -0.28 4.61
16 C -2.47 0.88 5.05
17 C -1.23 1.18 4.57
18 C -0.58 0.38 3.58
19 O 0.62 0.68 3.21
20 C -1.30 -0.76 3.11
21 C -0.77 -1.72 2.20
22 N 0.32 -1.67 1.51
23 C 0.69 -2.82 0.75
24 C -0.18 -3.78 0.31
25 C 0.29 -4.94 -0.37
26 C 1.61 -5.11 -0.63
27 C 2.54 -4.12 -0.23
28 C 3.93 -4.22 -0.48
29 C 4.76 -3.22 -0.07
30 C 4.20 -2.10 0.58
31 N 2.93 -1.98 0.84
32 C 2.08 -2.97 0.45
33 C -2.57 -1.07 3.66
34 H -2.93 1.50 5.81
35 H -0.68 2.04 4.94
36 H -1.36 -2.64 2.15
37 H -1.24 -3.66 0.45
38 H -0.43 -5.68 -0.70
39 H 1.97 -6.00 -1.15
40 H 4.31 -5.09 -0.99
41 H 5.83 -3.27 -0.24
42 H 4.84 -1.28 0.90
43 H -3.09 -1.96 3.32
44 C -6.64 3.03 2.08
45 C -5.41 2.46 1.41
46 C -4.36 3.28 1.01
47 C -3.25 2.76 0.38
48 C -3.16 1.39 0.17
49 C -4.20 0.55 0.55
50 C -5.32 1.10 1.16
51 S -1.72 0.73 -0.60
52 O -1.56 1.40 -1.87
53 O -1.87 -0.72 -0.66
54 O -0.61 1.11 0.32
55 H -6.47 4.05 2.42
56 H -6.93 2.43 2.95
57 H -7.49 3.04 1.40
58 H -4.43 4.35 1.19
59 H -2.44 3.41 0.06
60 H -4.12 -0.51 0.36
61 H -6.13 0.44 1.47
62 C -0.61 -1.97 -2.71
63 C 0.22 -0.70 -2.60
64 N 1.48 -0.72 -3.37
65 C 1.37 -0.98 -4.81
66 C 0.91 0.24 -5.60
67 C 2.60 -0.21 -2.81
68 C 3.87 -0.12 -3.64
69 N 2.54 0.18 -1.59
70 H -1.35 -1.98 -1.91
71 H 0.02 -2.86 -2.60
72 H -1.16 -2.04 -3.65
73 H 0.48 -0.51 -1.56
74 H -0.37 0.17 -2.92
75 H 0.65 -1.79 -4.93
76 H 2.31 -1.36 -5.19
77 H -0.14 0.48 -5.39
78 H 1.00 0.07 -6.68
79 H 1.50 1.12 -5.34
80 H 3.72 0.41 -4.58
81 H 4.25 -1.11 -3.87
82 H 4.63 0.42 -3.07
83 H 3.43 0.59 -1.32

Formula: C5H4O2
Source: the OMol25 dataset
Level of theory: wB97M-V/def2-TZVPD

Summary:
E_HOMO (alpha / beta)	-7.53 / -7.45	eV
F_max	1.09	eV/Å
frontier orbital gap (alpha / beta)	7.3 / 6.8	eV
LUMO level (alpha / beta)	-0.28 / -0.65	eV

CARTESIAN COORDINATES (ANGSTROEM)
1 O 1.71 -1.56 -1.23
2 C 1.78 -0.73 -0.43
3 O 0.28 -0.84 1.12
4 C -0.97 -0.77 0.75
5 C -1.29 0.15 -0.21
6 C -0.17 0.99 -0.39
7 C 1.03 0.58 0.15
8 H -1.68 -1.39 1.30
9 H -2.29 0.32 -0.60
10 H -0.22 1.98 -0.84
11 H 1.83 1.28 0.38

Formula: C18H23BrN2O7S
Source: the OMol25 dataset
Level of theory: wB97M-V/def2-TZVPD

Summary:
E_HOMO	-9.55	eV
F_max	1.05	eV/Å
SMILES	O=C(COC(=O)c1ccc(Br)c(S(=O)(=O)N2CCOCC2)c1)NC[C@@H]1CCCO1
frontier orbital gap	9.3	eV
LUMO level	-0.24	eV

CARTESIAN COORDINATES (ANGSTROEM)
1 O -5.73 -1.16 -0.18
2 C -4.55 -1.29 -0.40
3 N -3.75 -0.32 -0.88
4 H -2.76 -0.52 -0.98
5 C -4.05 1.08 -0.81
6 H -5.10 1.20 -0.53
7 H -3.88 1.54 -1.79
8 C -3.13 1.73 0.24
9 H -3.36 1.29 1.22
10 C -3.24 3.27 0.25
11 H -3.88 3.60 -0.57
12 H -3.66 3.64 1.18
13 C -1.80 3.74 0.03
14 H -1.30 3.91 0.98
15 C -1.18 2.53 -0.67
16 H -1.42 2.54 -1.74
17 O -1.77 1.41 -0.04
18 H -0.10 2.45 -0.56
19 H -1.73 4.64 -0.57
20 C -3.81 -2.63 -0.20
21 H -3.83 -3.21 -1.12
22 H -4.31 -3.18 0.60
23 O -2.45 -2.38 0.11
24 C -2.18 -2.02 1.37
25 O -2.96 -2.12 2.28
26 C -0.83 -1.42 1.51
27 C -0.10 -1.01 0.40
28 C 1.09 -0.33 0.57
29 C 1.56 -0.06 1.84
30 C 0.85 -0.48 2.96
31 C -0.35 -1.14 2.79
32 H -0.93 -1.44 3.64
33 H 1.23 -0.26 3.95
34 Br 3.18 0.87 2.06
35 S 1.94 0.30 -0.88
36 O 1.25 -0.19 -2.04
37 O 2.10 1.71 -0.74
38 N 3.44 -0.42 -0.71
39 C 4.57 0.31 -1.24
40 H 4.50 1.34 -0.90
41 C 5.85 -0.36 -0.72
42 O 5.89 -1.72 -1.09
43 C 4.78 -2.42 -0.58
44 H 4.88 -3.45 -0.92
45 C 3.46 -1.82 -1.09
46 H 2.61 -2.32 -0.63
47 H 3.39 -1.93 -2.18
48 H 4.79 -2.39 0.52
49 H 6.73 0.10 -1.16
50 H 5.88 -0.27 0.37
51 H 4.57 0.28 -2.34
52 H -0.43 -1.20 -0.61

Formula: C21H25N3O4S
Source: the OMol25 dataset
Level of theory: wB97M-V/def2-TZVPD

Summary:
E_HOMO	-8.08	eV
F_max	0.71	eV/Å
SMILES	COc1ccc(C(=O)NC(=S)N2CCN(c3ccccc3OC)CC2)cc1OC
frontier orbital gap	8.7	eV
LUMO level	0.65	eV

CARTESIAN COORDINATES (ANGSTROEM)
1 C -6.67 -4.59 -0.49
2 H -5.95 -5.15 -1.10
3 O -6.04 -3.93 0.58
4 C -5.11 -2.99 0.29
5 C -4.70 -2.62 -0.98
6 C -3.73 -1.64 -1.15
7 C -3.14 -1.03 -0.05
8 C -3.56 -1.39 1.24
9 C -4.54 -2.35 1.42
10 O -5.02 -2.75 2.63
11 C -4.51 -2.15 3.79
12 H -5.04 -2.61 4.62
13 H -4.70 -1.07 3.80
14 H -3.44 -2.33 3.91
15 H -3.16 -0.87 2.10
16 C -2.11 0.00 -0.31
17 O -2.11 0.71 -1.29
18 N -1.12 0.05 0.66
19 C -0.25 1.12 0.89
20 N 0.40 1.67 -0.14
21 C 0.71 0.99 -1.37
22 H 0.14 0.06 -1.46
23 C 2.21 0.68 -1.41
24 N 2.96 1.91 -1.27
25 C 4.35 1.79 -1.56
26 C 4.83 2.48 -2.66
27 C 6.17 2.43 -3.01
28 C 7.03 1.66 -2.26
29 C 6.57 0.96 -1.15
30 C 5.23 1.01 -0.80
31 O 4.70 0.35 0.27
32 C 5.55 -0.41 1.09
33 H 6.01 -1.24 0.54
34 H 4.91 -0.81 1.88
35 H 6.33 0.21 1.55
36 H 7.27 0.37 -0.58
37 H 8.08 1.61 -2.51
38 H 6.53 2.97 -3.87
39 H 4.13 3.07 -3.23
40 C 2.66 2.55 0.00
41 H 3.25 3.47 0.07
42 C 1.17 2.88 0.03
43 H 0.91 3.34 0.98
44 H 0.93 3.55 -0.79
45 H 2.91 1.90 0.86
46 H 2.46 0.22 -2.37
47 H 2.44 -0.04 -0.60
48 H 0.44 1.64 -2.20
49 S -0.12 1.62 2.46
50 H -1.31 -0.47 1.51
51 H -3.42 -1.35 -2.14
52 H -5.13 -3.08 -1.85
53 H -7.22 -3.89 -1.13
54 H -7.37 -5.29 -0.03